A cluster of 6 separate species, C33H66N9O7 in total, computed with wB97M-V/def2-TZVPD.

Structure (XYZ):
```
115
Properties=species:S:1:pos:R:3:mulliken_charge:R:1
C 0.270 -2.627 -2.588 -1.326
C 0.165 -2.756 -1.068 -0.452
C -0.962 -1.884 -0.511 -0.428
O -0.351 -0.772 0.184 -0.425
C -1.228 0.090 0.812 0.749
C -2.309 -0.550 1.668 -1.338
N -3.004 0.449 2.497 -0.565
C -1.697 1.169 -0.211 -0.825
N -1.676 2.455 0.532 -0.544
C -0.493 2.238 1.307 -0.116
N 0.413 3.199 1.567 -0.132
N -0.430 1.007 1.729 0.963
C 0.860 0.430 2.213 -1.180
O 1.304 1.118 3.340 -0.506
C 1.342 0.292 4.484 -0.011
C 0.240 0.354 5.332 -0.499
C 0.193 -0.461 6.460 0.727
C -1.008 -0.428 7.362 -1.530
C 1.279 -1.303 6.692 -0.917
C 2.380 -1.346 5.839 -0.708
C 2.435 -0.543 4.699 0.722
C 3.580 -0.583 3.718 0.835
C 3.402 -1.818 2.774 -1.574
C 4.962 -0.632 4.395 -1.529
H -0.721 -2.774 -2.990 0.167
H 0.893 -3.423 -2.983 0.514
H 0.677 -1.654 -2.855 0.356
H -0.100 -3.786 -0.845 0.408
H 1.095 -2.529 -0.557 0.255
H -1.574 -2.486 0.152 0.242
H -1.543 -1.481 -1.339 0.319
H -3.028 -1.021 0.994 0.525
H -1.911 -1.365 2.266 0.503
H -3.548 -0.060 3.183 0.328
H -3.716 0.877 1.914 0.206
H -0.844 1.236 -0.880 0.488
H -2.614 0.918 -0.727 0.376
H -2.459 2.426 1.185 0.386
H 1.290 3.255 1.079 0.213
H 0.239 3.930 2.232 0.229
H 0.668 -0.610 2.451 0.689
H 1.604 0.455 1.422 0.440
H -0.556 1.039 5.086 0.432
H -1.411 -1.418 7.546 0.458
H -0.778 0.080 8.293 0.260
H -1.807 0.123 6.872 0.344
H 1.269 -1.954 7.555 0.446
H 3.191 -2.025 6.044 0.414
H 3.570 0.291 3.078 0.221
H 2.447 -2.305 2.963 0.349
H 4.166 -2.567 2.952 0.564
H 3.391 -1.526 1.727 0.283
H 4.957 -1.173 5.333 0.298
H 5.648 -1.150 3.731 0.467
H 5.363 0.370 4.510 0.356
C -2.939 -4.472 -3.534 0.192
O -1.896 -4.746 -2.960 -0.644
N -3.382 -5.081 -4.639 0.143
C -4.624 -4.705 -5.288 -0.923
C -2.581 -6.154 -5.211 -0.916
H -3.611 -3.668 -3.185 0.262
H -5.306 -5.557 -5.314 0.354
H -4.426 -4.377 -6.310 0.338
H -5.098 -3.892 -4.743 0.293
H -2.460 -6.957 -4.484 0.322
H -1.593 -5.780 -5.477 0.231
H -3.074 -6.537 -6.100 0.393
C 4.933 6.593 1.127 0.124
O 5.769 6.034 1.803 -0.561
N 3.608 6.332 1.196 0.160
C 2.635 7.017 0.369 -0.855
C 3.167 5.325 2.142 -0.918
H 5.187 7.370 0.387 0.268
H 1.915 7.552 0.993 0.316
H 2.096 6.301 -0.257 0.302
H 3.137 7.733 -0.276 0.294
H 3.452 5.611 3.155 0.382
H 3.640 4.366 1.915 0.297
H 2.086 5.228 2.090 0.201
C -0.846 -1.809 -8.006 0.079
O -1.580 -2.781 -7.955 -0.597
N 0.300 -1.682 -7.317 0.210
C 1.131 -0.493 -7.403 -0.820
C 0.706 -2.782 -6.460 -0.853
H -1.076 -0.929 -8.630 0.283
H 2.124 -0.758 -7.769 0.339
H 1.229 -0.035 -6.416 0.310
H 0.693 0.231 -8.080 0.185
H 0.833 -3.689 -7.052 0.332
H -0.067 -2.966 -5.712 0.146
H 1.642 -2.540 -5.964 0.376
C 1.273 2.876 -9.750 0.118
O 1.659 2.254 -8.774 -0.605
N 1.764 2.729 -10.990 0.108
C 1.266 3.498 -12.115 -0.918
C 2.833 1.767 -11.206 -0.896
H 0.468 3.627 -9.687 0.297
H 0.867 2.829 -12.879 0.347
H 2.071 4.092 -12.550 0.340
H 0.474 4.167 -11.786 0.288
H 2.501 0.768 -10.922 0.265
H 3.698 2.024 -10.594 0.294
H 3.116 1.769 -12.255 0.378
C -4.666 -1.381 10.020 0.096
O -3.919 -1.924 9.227 -0.562
N -4.327 -0.324 10.781 0.126
C -5.255 0.301 11.704 -0.919
C -2.977 0.196 10.659 -0.789
H -5.705 -1.714 10.175 0.254
H -5.406 1.348 11.436 0.328
H -4.867 0.249 12.722 0.327
H -6.214 -0.211 11.669 0.298
H -2.802 0.500 9.626 0.166
H -2.258 -0.583 10.914 0.299
H -2.845 1.047 11.321 0.391
```

Properties
Largest force on an atom: 3.4 eV/Å
Total charge: +1
HOMO energy: -10.525 eV